# 1
The following is a DFT calculation (ωB97M-V/def2-TZVPD) of a molecular structure, C47H46N4O5P2S3Sc in a non-equilibrium geometry.

The total energy comes out at -137449.5203 eV. The calculation puts the orbital gap (spin up / spin down) at 4.56 / 5.34 eV. The value obtained for the highest occupied orbital energy (spin up / spin down) is -6.52 / -7.28 eV. The calculation puts the molar mass at 950.0 g mol⁻¹.

```
! RIJCOSX wB97M-V def2-TZVPD def2/J DEFGRID3
* xyz 1 1
H 3.65 2.04 2.48
S -1.46 -2.67 -0.78
C 1.50 6.52 1.07
H 1.34 6.14 4.71
C 1.38 -1.56 4.77
C -0.27 -6.15 0.82
H 2.96 -3.65 2.69
H -2.75 0.80 -7.23
C -2.67 -1.28 3.42
S -0.57 -0.79 -3.05
H -0.80 -4.17 1.53
C 2.40 -2.38 4.34
N -0.14 0.45 -2.37
H -0.51 -2.62 -5.35
H -4.86 1.84 2.52
S -0.75 -0.68 1.44
C 4.50 3.57 -1.89
O 4.89 1.32 -2.67
H 1.33 -1.24 5.79
C 1.62 -3.14 -5.60
C 0.54 -2.46 -5.03
C 2.31 -2.86 3.02
H 3.27 -2.66 4.86
H 0.73 3.13 2.74
H 0.77 6.11 0.33
H 0.26 -7.95 -0.15
H -3.19 -0.10 -2.43
C -3.89 -3.01 0.25
O 3.18 5.54 -1.47
H 4.17 -2.00 -3.64
H -0.14 4.24 3.70
H -4.87 1.04 -6.12
C -3.21 -2.97 -0.93
H 4.40 2.53 4.00
O 5.62 4.06 -1.94
C 2.13 6.31 3.98
H 2.16 -0.69 -2.63
C 3.54 2.75 3.36
C -0.10 -6.97 -0.29
C 4.21 2.12 -2.07
H 0.99 7.39 1.46
C -0.73 -5.14 -1.71
C -1.92 -0.35 -4.09
P 1.68 5.38 2.47
C 2.09 -1.38 -3.49
C 3.25 4.30 -1.51
C 0.46 -1.41 2.58
C -4.23 0.37 -4.23
O 2.42 0.93 -0.96
C -1.72 -0.04 -5.45
H 2.41 7.36 3.83
H -3.21 -2.99 -3.02
C -5.24 -3.09 -2.23
C 0.79 -1.58 -4.03
C 1.39 -2.28 2.08
H -0.10 -6.57 1.83
H -5.75 -2.74 1.18
H 2.62 2.47 3.96
C 2.95 2.02 -1.44
C 3.43 5.58 4.46
H -5.78 -3.10 -3.17
H -0.73 -0.20 -5.95
C -0.88 -4.34 -0.58
C -4.51 0.21 3.96
C -3.09 0.72 2.12
C 4.85 5.07 1.87
C -4.06 0.67 -5.55
Sc 0.46 1.38 -0.75
N -1.18 -1.96 0.60
H -4.24 -1.80 4.77
H 3.73 -3.61 -5.41
C -0.32 -6.46 -1.54
H -2.13 -2.19 3.64
H -5.15 0.57 -3.68
H -5.31 0.64 4.60
H 1.45 -2.47 1.04
N -0.22 0.67 0.96
C -3.83 -3.05 -2.17
H -6.97 -3.36 -0.94
C -5.27 -2.98 0.23
H 5.79 4.81 2.33
C -2.27 -0.41 2.40
H 1.47 -3.84 -6.41
H -2.86 1.33 1.26
H -3.26 -3.07 1.13
H 4.77 6.22 1.86
H 3.35 4.92 5.31
N -0.87 -2.21 -2.27
H 4.34 6.21 4.52
H -0.36 4.28 1.98
C -3.81 -0.99 4.16
C 2.28 3.21 -1.25
H 4.73 4.67 0.82
C -0.63 -4.84 0.66
C 0.38 -1.07 3.95
H 2.42 6.79 0.57
P 3.54 4.47 2.97
H -0.08 -7.02 -2.51
C -3.10 -0.04 -3.49
C -4.19 1.02 2.88
H -1.00 -4.77 -2.69
C -2.80 0.43 -6.19
C 2.89 -3.01 -5.03
H -0.45 -0.49 4.35
C 0.39 4.15 2.75
O 0.99 3.23 -0.95
C -5.92 -3.11 -1.01
C 3.16 -2.07 -4.00
*
```

# 2
The following is a DFT calculation (ωB97M-V/def2-TZVPD) of a molecular structure, C43H70CsGeN3O6PS4Si in a non-equilibrium geometry.

The total energy comes out at -180063.7812 eV. As for the energy above the lowest of the compared OMol25 structures with the same formula, charge and spin: 70.7 kJ/mol. As for the expectation value of S²: 0.768. The calculation puts the orbital gap (spin up / spin down) at 5.50 / 6.03 eV. The value obtained for the highest occupied orbital energy (spin up / spin down) is -2.12 / -2.65 eV. The calculation puts the molar mass at 1117.9 g mol⁻¹.

```
! RIJCOSX wB97M-V def2-TZVPD def2/J DEFGRID3
* xyz -2 2
C 0.37 3.86 -0.37
H -4.46 0.06 2.94
H 2.12 -4.60 -6.49
C 1.91 -3.14 -4.91
N -4.40 -3.58 -0.28
O 5.83 -4.87 -2.50
H -4.31 3.58 1.71
C -3.49 0.32 2.52
C 2.18 1.27 2.82
H -2.79 0.56 3.33
H 2.49 4.10 -0.01
N -2.52 -3.78 -2.11
C 0.43 -1.25 -5.37
H 2.59 3.01 -7.97
C 0.83 -0.27 4.25
H -1.59 3.55 -1.22
C -0.55 3.58 -1.56
Ge -0.97 2.84 2.08
H -3.76 -2.59 -3.37
H -1.73 0.25 -7.47
H 1.67 2.03 -3.21
P -2.77 -3.35 -0.54
H -6.62 -5.71 0.92
H 2.08 2.77 -1.09
S 1.66 -2.90 0.33
C -2.30 2.20 -4.66
H -1.20 -3.26 1.81
H -3.09 -0.54 1.96
H -0.99 5.36 0.45
H -0.15 2.15 5.22
C 0.07 5.26 0.18
C -1.92 0.89 -5.37
C -4.97 -4.93 -0.29
C -4.47 1.14 0.37
O -2.35 1.92 1.09
H 0.27 -6.91 0.80
C -1.25 -3.32 -2.75
C 0.79 -3.00 -7.04
H -0.49 -1.32 -7.32
H -4.00 0.30 -0.15
C 1.86 2.26 -4.25
C -4.30 2.68 2.34
C -1.34 -3.90 -4.18
H -0.44 4.35 -2.33
N -1.99 -4.56 0.30
H -2.90 -0.35 -3.89
C 1.37 1.92 -6.57
H -3.75 2.92 3.26
O -2.39 -1.99 -0.11
H 0.57 -3.41 -8.02
C -5.08 -2.72 0.71
C 1.65 -3.67 -6.18
H -1.48 -7.06 1.10
H 1.68 -0.43 4.91
H -0.29 2.61 -2.01
H -0.38 -3.67 -2.20
H -5.33 2.42 2.60
C 2.38 2.81 -6.92
C 1.08 1.64 -5.23
H 3.47 3.62 -3.82
C -3.61 1.54 1.58
O -0.24 1.21 2.75
H -3.25 -3.95 -5.31
C 0.82 2.18 4.72
H -1.37 -6.01 -1.12
H -3.96 0.10 -5.25
H -4.18 -5.69 -0.32
H -6.61 -3.30 2.15
C 3.14 3.43 -5.93
H -1.19 -2.23 -2.79
H 0.32 6.02 -0.57
H -1.03 -3.15 -4.90
H -5.35 -1.76 0.28
Si -0.23 0.38 -4.62
S 3.60 -4.56 -1.11
C -2.84 -4.29 -4.35
H 0.97 3.18 4.31
C -1.62 -4.26 1.71
H 2.58 -3.66 -4.23
H -0.10 -0.39 4.82
H 1.49 -1.55 -3.52
Cs -0.70 0.19 0.11
S 5.29 -2.34 -1.98
H 2.00 4.45 -1.69
H 1.60 1.99 5.47
H -2.51 -4.32 2.35
H -0.77 -5.78 3.06
C -0.97 -5.47 -0.26
H -4.43 -2.52 1.57
H -4.47 -4.14 -2.88
H 0.42 -4.88 2.09
C -0.65 -6.35 0.94
C -0.58 -5.33 2.08
C 3.87 -1.88 -1.01
H -2.71 -1.15 -5.46
H -7.13 -3.36 0.46
C 3.06 -2.96 -0.58
H -4.54 1.98 -0.32
C 1.83 3.80 -0.82
C -5.81 -4.99 0.99
H 2.18 2.22 2.28
C -3.54 -3.64 -3.16
H -1.36 1.96 -7.19
C -2.01 1.13 -6.89
H -5.62 -5.08 -1.16
O 0.21 2.86 0.62
H -5.48 0.85 0.69
H 0.82 1.42 -7.36
H 0.86 -1.03 3.46
H -0.69 -4.77 -4.31
H -1.60 3.01 -4.90
O -0.32 0.29 -3.06
C 1.31 -1.95 -4.52
H -2.96 -5.37 -4.29
H -0.06 -4.94 -0.56
C 2.88 3.15 -4.59
C 5.06 -4.08 -1.98
H -3.04 1.40 -7.17
H -2.29 2.07 -3.57
H 0.67 5.45 1.08
C -2.93 -0.19 -4.97
H 2.28 0.47 2.09
C -6.29 -3.54 1.14
H 3.05 1.24 3.49
C 0.88 1.12 3.61
H 3.92 4.13 -6.20
H -5.17 -5.26 1.84
C 0.19 -1.81 -6.63
H -3.31 2.52 -4.96
S 3.63 -0.25 -0.73
*
```

# 3
The following is a DFT calculation (ωB97M-V/def2-TZVPD) of a molecular structure, C2H6F6OPtSbSe3Te.

The total energy comes out at -233623.4831 eV. As for the energy above the lowest of the compared OMol25 structures with the same formula, charge and spin: 106.4 kJ/mol. As for the expectation value of S²: 0.797. The calculation puts the orbital gap (spin up / spin down) at 5.97 / 5.69 eV. The value obtained for the highest occupied orbital energy (spin up / spin down) is -17.78 / -17.53 eV. The calculation puts the molar mass at 841.4 g mol⁻¹.

```
! RIJCOSX wB97M-V def2-TZVPD def2/J DEFGRID3
* xyz 2 2
C -0.30 0.90 2.35
H 1.38 1.10 3.68
Pt 0.30 0.87 -0.86
F 0.57 -1.16 -0.95
F 0.31 -3.60 -2.03
Se 2.92 0.51 -3.39
Se -0.04 3.15 -0.97
F -0.09 -1.38 -3.46
H 0.57 -0.49 3.75
C 0.42 0.59 3.63
H -0.19 0.92 4.47
F -1.52 -2.66 -0.18
O 0.57 0.54 1.20
Se 0.38 3.64 -3.07
Te 0.56 0.86 -3.41
H -0.49 1.97 2.23
Sb -0.94 -2.26 -1.89
F -1.79 -0.55 -1.76
H -1.23 0.35 2.25
F -2.30 -2.93 -2.92
H 0.91 -0.36 1.33
*
```

Look up the molar mass of the first one. 950.0 g mol⁻¹

Which value of molar mass does entry 3 give? 841.4 g mol⁻¹